C2H5N4 | wB97M-V/def2-TZVPD

Geometry as XYZ:
```
11
Properties=species:S:1:pos:R:3
C 1.88164 0.74848 0.62025
C 0.93334 -0.18154 0.15136
N 2.63961 1.41534 1.17531
N 0.60605 -1.23098 -0.28300
N -0.91862 1.36031 0.09289
N -0.29849 -2.01657 -0.70133
H -1.87418 1.12463 0.59410
H -0.51961 2.24496 0.37393
H 0.02846 -3.08740 -0.72417
H -1.20150 1.49133 -0.90755
H -1.27670 -1.86856 -0.39178
```

Calculated values
Net charge: +1
HOMO: -15.53 eV
Energy above the lowest of the compared OMol25 structures with the same formula, charge and spin: 73.7 kcal/mol

Atom charges from the Löwdin analysis, given in e for atoms 1 to 2: number 1, C, carries -0.139; number 2, C, carries 0.049

***

C4H7N5 | wB97M-V/def2-TZVPD

Geometry as XYZ:
```
16
Properties=species:S:1:pos:R:3
C -0.67448 0.65647 -0.01267
C 0.63819 0.67684 -0.01536
C 1.17532 -0.70330 -0.04740
C -1.15665 -0.72622 0.08800
H -1.22366 2.56881 -0.35331
H -2.40455 1.41770 -0.57747
H 2.35185 1.41809 0.51197
H 1.20847 2.55617 0.51124
H 3.00835 -0.47569 0.14666
H -0.00022 -2.54868 -0.10680
H -2.98473 -0.47647 0.19786
N -1.58803 1.67736 -0.03527
N 1.54258 1.73669 0.00166
N 2.33379 -1.18970 -0.08386
N 0.01683 -1.55092 -0.03908
N -2.28371 -1.22810 0.09861
```

Calculated values
HOMO: -8.34 eV
Energy above the lowest of the compared OMol25 structures with the same formula, charge and spin: 39.8 kcal/mol
SMILES string: [H]/N=C1/N/C(=N/[H])C(N)=C1N

Atom charges from the Löwdin analysis, given in e for atoms 1 to 2: number 1, C, carries -0.256; number 2, C, carries -0.235

***

C13H30EuN4O7 | wB97M-V/def2-TZVPD

Geometry as XYZ:
```
55
Properties=species:S:1:pos:R:3
O 1.71691 1.71924 -2.60723
H 2.82304 1.44919 -3.05435
Eu -0.01911 0.89515 -0.37667
N 1.54582 1.65758 1.34576
N 2.19328 -0.38774 0.10760
N -2.26528 0.66000 -1.56876
N -0.63450 -1.26516 -1.50586
O 0.94013 2.56634 2.01433
O -3.01437 1.73070 -1.57543
O 0.23458 -2.33136 -1.44089
O 2.48471 -1.39533 -0.66650
C 3.11324 -0.02211 1.04785
C 2.72320 1.12034 1.79097
C -2.77305 -0.48313 -2.06432
C -1.83996 -1.57531 -2.02172
C 3.51143 1.68020 2.91686
H 4.50228 2.01498 2.57295
H 3.67750 0.92437 3.70061
H 2.98399 2.53372 3.35409
C 4.39410 -0.73292 1.29718
H 5.24243 -0.04346 1.18757
H 4.50982 -1.55893 0.59213
H 4.42591 -1.12873 2.32213
C -4.14632 -0.63177 -2.61651
C -2.22482 -2.92294 -2.53882
H -4.67794 0.32042 -2.58139
H -4.71938 -1.38364 -2.05711
H -4.10316 -0.98118 -3.65590
H -1.38388 -3.61487 -2.45664
H -2.53607 -2.85941 -3.59262
H -3.07686 -3.33021 -1.97345
H -1.91362 2.61525 -1.02052
H 1.14423 -1.91376 -1.15560
C 3.18673 1.82774 -4.09905
H 3.27974 2.91451 -4.03968
H 2.42261 1.61599 -4.85069
H 4.14147 1.38632 -4.39878
O -0.97252 2.80063 -0.59389
H 1.73097 2.68155 -2.43389
H -0.98034 3.61978 -0.06948
C -0.19131 -0.94227 3.62268
C -0.58835 -1.29954 2.21058
O -1.15041 -0.15515 1.49782
C -2.43863 0.31533 1.99981
C -3.53346 -0.71190 1.83290
H 0.48698 -0.08203 3.64131
H 0.32445 -1.79364 4.07563
H -1.06859 -0.71747 4.23814
H 0.27389 -1.60726 1.60949
H -1.33469 -2.10338 2.18824
H -2.30054 0.59468 3.05158
H -2.65213 1.21903 1.41744
H -3.35367 -1.60013 2.44466
H -4.48417 -0.27515 2.14966
H -3.63633 -1.01321 0.78578
```

Calculated values
HOMO (alpha / beta): -4.92 / -7.31 eV
⟨S²⟩: 15.7715
2S+1: 8

Atom charges from the Löwdin analysis, given in e for atoms 1 to 2: number 1, O, carries -0.180; number 2, H, carries -0.014

***

CH4ClNO2S | wB97M-V/def2-TZVPD

Geometry as XYZ:
```
10
Properties=species:S:1:pos:R:3
C 1.48490 -0.35533 0.35444
N -1.92734 1.32048 -0.82584
O -1.14843 0.36472 1.41767
O 0.50976 0.51332 -0.29538
S -1.05085 0.30012 0.02386
Cl -1.42952 -1.54614 -0.63976
H 2.33253 -0.38318 -0.40520
H 0.93239 -1.36372 0.67458
H 1.75975 -0.03276 1.37176
H -1.46318 1.18248 -1.67614
```

Calculated values
HOMO: -10.19 eV
Energy above the lowest of the compared OMol25 structures with the same formula, charge and spin: 28.5 kcal/mol
SMILES string: CO[S@](=N)(=O)Cl

Atom charges from the Löwdin analysis, given in e for atoms 1 to 2: number 1, C, carries -0.105; number 2, N, carries -0.186

***

C5H11O | wB97M-V/def2-TZVPD

Geometry as XYZ:
```
17
Properties=species:S:1:pos:R:3
C -0.65740 -1.32257 0.80172
C 0.32509 -0.30499 0.36721
C 0.15291 1.09931 0.93871
C 1.79030 -0.58640 0.20054
C -1.34208 0.51395 -1.47412
O -0.38812 -0.42173 -1.00503
H -0.74505 -2.32767 0.44902
H -1.60199 -0.78056 1.03541
H -0.88796 1.32326 1.32788
H 0.54478 1.82796 0.18108
H 0.74635 1.04292 1.83844
H 2.45807 0.29394 0.00598
H 1.90381 -1.20308 -0.68886
H 2.24235 -1.24154 0.95302
H -2.17183 -0.09315 -1.73786
H -1.49805 1.28065 -0.79341
H -0.87119 0.89972 -2.39972
```

Calculated values
Net charge: +1
HOMO: -16.16 eV
Energy above the lowest of the compared OMol25 structures with the same formula, charge and spin: 47.6 kcal/mol

Atom charges from the Löwdin analysis, given in e for atoms 1 to 2: number 1, C, carries 0.384; number 2, C, carries -0.523

***

C3H6NO2S | wB97M-V/def2-TZVPD

Geometry as XYZ:
```
13
Properties=species:S:1:pos:R:3
C -1.73124 0.35819 0.72609
C -0.45719 -0.49925 1.09047
C 0.76726 0.57504 -0.73966
N 0.39638 -0.71278 -0.10337
O -2.79200 0.41175 1.26439
O 1.04225 0.32623 -2.03688
S -1.22297 1.44653 -0.54557
H 0.01233 -0.03643 2.04412
H -0.75726 -1.61229 1.35904
H 1.52429 1.23401 -0.12069
H 1.20821 -1.15279 0.22435
H 0.10063 -1.19414 -0.89159
H 1.90930 0.85592 -2.27071
```

Calculated values
Net charge: +1
HOMO: -14.33 eV
Energy above the lowest of the compared OMol25 structures with the same formula, charge and spin: 44.8 kcal/mol
SMILES string: O=C1C[NH2+][C@@H](O)S1

Atom charges from the Löwdin analysis, given in e for atoms 1 to 2: number 1, C, carries -0.765; number 2, C, carries -0.085

***

C6H6O | wB97M-V/def2-TZVPD

Geometry as XYZ:
```
13
Properties=species:S:1:pos:R:3
C -0.73578 -1.18112 0.18217
C -0.98055 -1.45224 1.37752
C -0.31560 0.87015 -1.20328
C -0.25669 -0.68461 -1.15206
C 0.35562 -0.22729 1.10532
C 0.87575 0.17728 -0.54916
O 0.07304 0.89918 1.83410
H -0.10896 1.08090 -2.19235
H -0.97397 1.37635 -0.54917
H -0.19434 -1.12497 -2.05415
H 1.12164 -0.84999 1.57045
H 1.91006 0.15750 -0.61852
H -0.77022 0.95887 2.24913
```

Calculated values
HOMO: -9.47 eV
Energy above the lowest of the compared OMol25 structures with the same formula, charge and spin: 153.4 kcal/mol

Atom charges from the Löwdin analysis, given in e for atoms 1 to 2: number 1, C, carries -0.162; number 2, C, carries 0.107

***

C24H64O8 | wB97M-V/def2-TZVPD

Geometry as XYZ:
```
96
Properties=species:S:1:pos:R:3
C 0.69356 -0.05734 -4.06893
C 1.31957 -1.35005 -4.35535
C 2.48577 -1.74607 -3.40415
O 0.33881 -2.37262 -4.31906
H 0.27084 0.42882 -4.94816
H 1.36481 0.62323 -3.54514
H -0.06488 -0.18202 -3.29606
H 1.79067 -1.31478 -5.33766
H 2.17361 -1.89415 -2.37036
H 3.27644 -0.99702 -3.44731
H 2.88914 -2.72349 -3.66880
H 0.06515 -2.50589 -3.40859
C -2.13860 2.54402 4.17738
C -3.55532 3.00976 3.95638
C -4.30236 1.86257 3.22015
O -4.19239 3.04976 5.25244
H -1.63500 2.26959 3.25046
H -2.05913 1.85943 5.02184
H -1.48222 3.33528 4.53955
H -3.71697 3.95535 3.43886
H -4.26086 0.91746 3.76157
H -3.77723 1.71025 2.27721
H -5.30708 2.13496 2.89699
H -5.13996 2.94266 5.14177
C -2.17036 3.20808 -2.51370
C -0.73041 3.49854 -2.97945
C -0.43954 4.73468 -3.81741
O 0.14610 3.67836 -1.90774
H -2.70194 2.76532 -3.35602
H -2.79634 4.06007 -2.24846
H -2.09668 2.53910 -1.65630
H -0.48431 2.62890 -3.58877
H 0.63599 4.90171 -3.87594
H -0.80679 5.63325 -3.32164
H -0.92305 4.67181 -4.79228
H 1.03126 3.71724 -2.27733
C 0.90642 -0.05978 2.29342
C -0.22649 -0.45735 1.47870
C -0.07809 0.11896 0.06220
O -0.29652 -1.84940 1.35140
H 1.78052 -0.65980 2.04038
H 0.62567 -0.42090 3.28280
H 1.08841 1.01492 2.29687
H -1.16280 -0.10709 1.91315
H 0.82937 -0.20134 -0.44968
H -0.06528 1.20882 0.07409
H -0.93285 -0.14850 -0.55905
H -1.13296 -2.02775 0.91533
C 4.70084 3.72360 -1.17980
C 3.90588 2.83954 -2.10197
C 3.14099 1.86529 -1.16262
O 3.00131 3.66283 -2.89873
H 5.28552 4.43471 -1.76339
H 5.37367 3.15792 -0.53528
H 4.03769 4.39156 -0.63012
H 4.58231 2.41109 -2.84155
H 2.33373 2.39306 -0.65478
H 3.79688 1.30924 -0.49275
H 2.64377 1.08822 -1.74316
H 3.55502 4.30285 -3.35192
C 5.36265 0.04896 1.50594
C 4.71477 0.72654 2.76111
C 4.05575 -0.18861 3.77188
O 5.70320 1.40551 3.38004
H 4.64786 -0.58548 0.98185
H 6.19403 -0.59155 1.80029
H 5.70693 0.75201 0.74745
H 3.92210 1.41461 2.46730
H 3.03173 0.05074 4.05857
H 4.60057 -0.39134 4.69392
H 3.96791 -1.18836 3.34657
H 6.41562 1.62499 2.77514
C -4.14197 -2.00221 -2.82357
C -3.36912 -1.84089 -1.53080
C -4.08220 -2.50504 -0.31675
O -2.13577 -2.57014 -1.76088
H -3.50058 -1.72689 -3.66078
H -4.96417 -1.28673 -2.81051
H -4.62490 -2.96766 -2.97450
H -3.05300 -0.81326 -1.35146
H -3.57605 -2.35432 0.63677
H -4.12502 -3.56477 -0.56823
H -5.09829 -2.11712 -0.24478
H -2.34420 -3.50534 -1.82048
C -0.86567 -6.15206 2.44655
C -2.28479 -6.05186 1.76493
C -3.35049 -5.52586 2.70835
O -1.98229 -5.04715 0.82405
H -0.57310 -5.24671 2.97838
H -0.09434 -6.49619 1.75755
H -0.78346 -6.88690 3.24739
H -2.59563 -7.02997 1.39781
H -3.01293 -4.80046 3.44858
H -3.71816 -6.45098 3.15227
H -4.23271 -5.06378 2.26533
H -1.20722 -4.59926 1.17086
```

Calculated values
HOMO: -9.63 eV
Energy above the lowest of the compared OMol25 structures with the same formula, charge and spin: 77.4 kcal/mol
SMILES string: CC(C)O.CC(C)O.CC(C)O.CC(C)O.CC(C)O.CC(C)O.CC(C)O.CC(C)O

Atom charges from the Löwdin analysis, given in e for atoms 1 to 2: number 1, C, carries -0.066; number 2, C, carries -0.497

***

Copy entry 2 word for word.
C4H7N5 | wB97M-V/def2-TZVPD

Geometry as XYZ:
```
16
Properties=species:S:1:pos:R:3
C -0.67448 0.65647 -0.01267
C 0.63819 0.67684 -0.01536
C 1.17532 -0.70330 -0.04740
C -1.15665 -0.72622 0.08800
H -1.22366 2.56881 -0.35331
H -2.40455 1.41770 -0.57747
H 2.35185 1.41809 0.51197
H 1.20847 2.55617 0.51124
H 3.00835 -0.47569 0.14666
H -0.00022 -2.54868 -0.10680
H -2.98473 -0.47647 0.19786
N -1.58803 1.67736 -0.03527
N 1.54258 1.73669 0.00166
N 2.33379 -1.18970 -0.08386
N 0.01683 -1.55092 -0.03908
N -2.28371 -1.22810 0.09861
```

Calculated values
HOMO: -8.34 eV
Energy above the lowest of the compared OMol25 structures with the same formula, charge and spin: 39.8 kcal/mol
SMILES string: [H]/N=C1/N/C(=N/[H])C(N)=C1N

Atom charges from the Löwdin analysis, given in e for atoms 1 to 2: number 1, C, carries -0.256; number 2, C, carries -0.235